Computed, not measured: 2 unconnected molecules or ions with the total composition C3H9NOS, with the ωB97M-V functional and the def2-TZVPD basis.

Properties
charge: 0
ΔE to the lowest compared entry with this formula, charge and spin: 4.6171 eV
LUMO: -0.12862 Eh
molecular weight: 107.2 g mol⁻¹
energy: -647.7284 hartree

```
15
Properties=species:S:1:pos:R:3:forces:R:3
H -0.408736 0.830914 -0.760056 0.560 0.459 0.574
C 0.909039 -0.715812 -1.161799 -0.047 -0.724 0.740
H 1.224434 0.038810 1.751424 0.329 -0.063 -0.320
H 1.271787 -1.642305 -0.699794 0.200 0.182 -0.149
H -1.519362 -1.103264 -0.259315 0.010 -1.244 -0.477
H 1.749313 1.357416 0.576307 0.186 -0.582 0.083
C 0.926940 0.762287 0.986451 -1.006 0.794 -0.403
N -0.912681 -0.744368 0.489261 -0.744 -0.458 -0.851
C 0.130085 0.090016 -0.140752 -0.737 0.816 -0.082
H 1.735164 -0.123867 -1.546525 0.046 -0.049 -0.089
H -0.817886 1.547978 1.458896 -0.216 0.052 0.022
S -3.031553 -0.698524 -1.465049 0.507 0.189 0.534
O 0.101112 1.753150 1.627703 0.316 -0.110 0.087
H 0.242485 -1.008468 -1.974980 0.086 0.104 -0.054
H -1.600139 -0.343957 1.118227 0.511 0.633 0.387
```
Positions in Å, forces in eV/Å.